1.
{"formula": "C17H22N2O4", "method": "ωB97M-V with the def2-TZVPD basis set", "lumo_ev": 0.45, "homo_lumo_gap_ev": 9.5, "e_homo_ev": -9.03, "largest_force_ev_per_a": 0.87, "smiles": "CCCCCCC(=O)N(O)[C@@H]1CC(=O)N(c2ccccc2)C1=O", "elements": ["C", "C", "C", "C", "C", "C", "C", "O", "N", "C", "C", "O", "N", "C", "O", "C", "H", "H", "C", "C", "C", "C", "C", "C", "H", "H", "H", "H", "H", "H", "O", "H", "H", "H", "H", "H", "H", "H", "H", "H", "H", "H", "H", "H", "H"], "coordinates": [[-7.1774, -0.5988, -1.3783], [-6.1667, -0.9095, -0.2813], [-4.7827, -0.3560, -0.6122], [-3.7636, -0.6690, 0.4804], [-2.3825, -0.1162, 0.1396], [-1.3600, -0.4444, 1.2348], [-0.0013, 0.0626, 0.8349], [0.8917, -0.6270, 0.3824], [0.2051, 1.3980, 0.9644], [1.4641, 1.9781, 0.5460], [2.6080, 1.0418, 0.9744], [2.8338, 0.6974, 2.1024], [3.3770, 0.7852, -0.1366], [2.9065, 1.3687, -1.2997], [3.4323, 1.2937, -2.3750], [1.6281, 2.1157, -0.9650], [1.6969, 3.1489, -1.3036], [0.8048, 1.6397, -1.5001], [4.4882, -0.1011, -0.1073], [4.3459, -1.3415, 0.4976], [5.4257, -2.2049, 0.5308], [6.6313, -1.8375, -0.0441], [6.7600, -0.6018, -0.6554], [5.6907, 0.2759, -0.6865], [5.7828, 1.2391, -1.1629], [7.6977, -0.3162, -1.1082], [7.4706, -2.5166, -0.0192], [5.3225, -3.1710, 1.0015], [3.3948, -1.6163, 0.9246], [1.5701, 2.9334, 1.0683], [-0.7536, 2.2585, 1.4775], [-0.6011, 2.3658, 2.4322], [-1.2882, -1.5247, 1.3629], [-1.6729, 0.0092, 2.1766], [-2.4440, 0.9670, 0.0178], [-2.0416, -0.5464, -0.8046], [-3.6982, -1.7512, 0.6137], [-4.1032, -0.2384, 1.4254], [-4.8496, 0.7264, -0.7448], [-4.4410, -0.7841, -1.5574], [-6.0992, -1.9914, -0.1463], [-6.5111, -0.4796, 0.6621], [-7.2733, 0.4761, -1.5155], [-8.1552, -1.0009, -1.1236], [-6.8617, -1.0367, -2.3227]], "forces_ev_per_a": [[0.05, -0.11, 0.23], [0.07, 0.18, -0.30], [-0.12, -0.26, 0.43], [0.11, 0.24, -0.41], [-0.12, -0.15, 0.31], [-0.02, 0.01, -0.19], [-0.71, -0.04, 0.51], [0.08, -0.27, -0.37], [0.44, 0.47, 0.33], [-0.17, -0.08, -0.04], [-0.12, 0.54, 0.42], [-0.03, -0.01, -0.04], [0.49, -0.20, -0.01], [-0.35, 0.29, -0.10], [0.05, -0.03, -0.17], [0.00, 0.03, -0.07], [0.05, -0.05, -0.02], [0.05, 0.01, 0.01], [0.26, -0.16, 0.00], [-0.06, 0.10, -0.07], [0.01, -0.03, 0.00], [0.05, -0.05, 0.00], [0.03, 0.02, -0.01], [-0.09, 0.02, 0.06], [-0.01, 0.07, -0.03], [0.07, 0.03, -0.04], [0.07, -0.05, 0.00], [-0.02, -0.07, 0.04], [-0.08, -0.02, 0.06], [0.04, -0.20, -0.05], [-0.22, 0.02, -0.10], [0.23, -0.26, -0.23], [0.09, 0.06, 0.03], [-0.01, -0.05, 0.01], [0.01, 0.01, -0.07], [0.02, 0.03, -0.06], [-0.01, -0.06, 0.08], [-0.02, -0.04, 0.09], [0.02, 0.06, -0.08], [0.03, 0.04, -0.09], [0.01, -0.03, 0.09], [0.01, -0.06, 0.08], [-0.05, 0.11, -0.06], [-0.13, 0.00, -0.06], [-0.01, -0.02, -0.13]]}

---

2.
{"formula": "C17H22N2O4S", "method": "ωB97M-V with the def2-TZVPD basis set", "lumo_ev": 0.38, "homo_lumo_gap_ev": 8.7, "e_homo_ev": -8.33, "largest_force_ev_per_a": 0.62, "smiles": "CCOCCCNC(=O)c1ccc(NC(=O)C2=CSCCO2)cc1", "elements": ["C", "C", "O", "C", "C", "H", "H", "C", "N", "C", "O", "C", "C", "C", "C", "C", "C", "H", "H", "N", "C", "O", "C", "C", "S", "C", "C", "O", "H", "H", "H", "H", "H", "H", "H", "H", "H", "H", "H", "H", "H", "H", "H", "H", "H", "H"], "coordinates": [[-8.2663, -3.2955, -0.4393], [-7.8185, -1.8564, -0.2359], [-6.4094, -1.8130, -0.3205], [-5.8269, -0.5946, 0.0723], [-6.0032, 0.5331, -0.9520], [-5.6682, 0.1750, -1.9286], [-7.0575, 0.8022, -1.0320], [-5.2147, 1.7809, -0.5521], [-3.7915, 1.5480, -0.5166], [-3.1002, 1.4700, 0.6487], [-3.6195, 1.6620, 1.7322], [-1.6543, 1.1412, 0.5039], [-0.8978, 1.4845, -0.6128], [0.4456, 1.1713, -0.6829], [1.0602, 0.4988, 0.3714], [0.3085, 0.1644, 1.4992], [-1.0283, 0.4896, 1.5644], [-1.6151, 0.2462, 2.4370], [0.7832, -0.3478, 2.3244], [2.4072, 0.1521, 0.3610], [3.3385, 0.3436, -0.6148], [3.1385, 0.8669, -1.6930], [4.6816, -0.1713, -0.2285], [5.7010, -0.0352, -1.0879], [7.3118, -0.6404, -0.8671], [6.9865, -1.6407, 0.6216], [6.0531, -0.8771, 1.5504], [4.7526, -0.7467, 1.0219], [5.9266, -1.4183, 2.4918], [6.4736, 0.1159, 1.7583], [7.9453, -1.8297, 1.0983], [6.5312, -2.5808, 0.3107], [5.5306, 0.4694, -2.0230], [2.7456, -0.3127, 1.1947], [1.0279, 1.4455, -1.5465], [-1.3437, 2.0325, -1.4301], [-3.3517, 1.2490, -1.3719], [-5.4985, 2.0988, 0.4541], [-5.4270, 2.5920, -1.2571], [-4.7633, -0.8171, 0.1935], [-6.2256, -0.2725, 1.0456], [-8.1427, -1.4912, 0.7513], [-8.2737, -1.2128, -1.0037], [-7.8285, -3.9307, 0.3254], [-7.9357, -3.6492, -1.4117], [-9.3495, -3.3598, -0.3833]], "forces_ev_per_a": [[0.21, 0.40, 0.06], [-0.16, -0.08, -0.03], [-0.08, -0.25, -0.08], [0.11, 0.27, -0.10], [0.12, -0.16, 0.34], [-0.05, -0.02, -0.06], [-0.03, 0.02, -0.08], [-0.35, 0.03, -0.03], [0.01, -0.03, -0.29], [0.07, 0.09, -0.23], [-0.06, -0.09, 0.27], [0.26, -0.03, 0.10], [-0.18, -0.12, 0.29], [0.21, 0.00, -0.16], [-0.42, 0.19, -0.16], [0.05, 0.03, -0.11], [-0.09, 0.07, -0.10], [-0.04, -0.01, 0.08], [0.04, -0.06, 0.09], [0.20, -0.22, 0.39], [-0.06, -0.04, 0.08], [-0.04, 0.02, -0.02], [0.56, 0.06, -0.27], [-0.14, -0.19, 0.46], [0.08, -0.21, 0.25], [-0.17, 0.31, -0.41], [0.47, -0.08, 0.40], [-0.28, 0.08, -0.50], [0.04, 0.09, -0.10], [-0.09, -0.13, -0.01], [0.00, -0.02, 0.03], [0.04, -0.03, 0.12], [-0.19, 0.09, -0.08], [0.01, 0.11, -0.19], [0.01, 0.01, -0.01], [-0.03, 0.05, -0.07], [0.08, -0.01, 0.14], [-0.01, 0.06, -0.16], [-0.02, -0.04, 0.15], [-0.09, 0.10, 0.07], [0.06, -0.03, -0.03], [0.03, 0.01, -0.10], [0.03, -0.02, 0.12], [0.01, -0.09, 0.08], [-0.01, -0.07, -0.11], [-0.12, -0.05, -0.01]]}

---

3.
{"formula": "C17H22N2O4SeW", "method": "ωB97M-V with the def2-TZVPD basis set", "total_charge": 4, "lumo_ev": [-17.04, -17.04], "homo_lumo_gap_ev": [4.9, 4.9], "e_homo_ev": [-21.98, -21.98], "largest_force_ev_per_a": 3.59, "elements": ["W", "C", "C", "C", "C", "C", "C", "C", "C", "C", "C", "H", "H", "H", "H", "H", "H", "H", "H", "H", "H", "H", "H", "H", "H", "O", "C", "O", "C", "O", "O", "C", "N", "C", "C", "N", "C", "C", "Se", "H", "H", "H", "H", "H", "H", "H", "H"], "coordinates": [[0.5570, 0.0180, -0.6770], [2.2400, -2.7226, -0.9177], [1.8492, -2.3503, -2.3680], [1.6444, -3.6302, -3.2074], [0.5758, -1.5085, -2.3617], [0.3799, -0.4177, -3.2761], [-0.8225, 0.2979, -3.3039], [-1.8979, 0.0083, -2.4078], [-3.2054, 0.6660, -2.5231], [-1.7175, -1.0928, -1.5129], [-0.5282, -1.8757, -1.5099], [3.3225, -2.8554, -0.8466], [1.8022, -3.6771, -0.6145], [1.9491, -1.9243, -0.1346], [2.6594, -1.7671, -2.8350], [0.8828, -4.2746, -2.7762], [2.5808, -4.1850, -3.2407], [1.3660, -3.4051, -4.2343], [1.1173, -0.2438, -4.0685], [-0.9974, 1.0190, -4.1035], [-3.1551, 1.6718, -2.9407], [-3.7782, 0.6558, -1.5946], [-3.8186, 0.0993, -3.2465], [-2.6112, -1.4791, -1.0080], [-0.5840, -2.8899, -1.0786], [2.3911, 2.2454, 1.4092], [2.2733, 1.7811, 0.3374], [2.1074, 0.4311, 0.0945], [1.8410, 2.5007, -1.0219], [2.2044, 3.4639, -1.5591], [0.7820, 1.6633, -1.3982], [0.2651, -0.7963, 3.9774], [-0.2713, 0.5360, 4.0354], [-0.4910, 1.2621, 5.1535], [-1.0231, 2.4697, 4.7704], [-1.1292, 2.4715, 3.4220], [-1.6167, 3.5724, 2.6389], [-0.6391, 1.2932, 2.9760], [-0.8758, 0.5857, 1.1397], [0.4590, -1.1569, 4.9878], [1.2125, -0.8006, 3.4306], [-0.4569, -1.4762, 3.5174], [-0.2741, 0.9065, 6.1469], [-1.3167, 3.3001, 5.3921], [-2.3460, 4.1408, 3.2182], [-2.1033, 3.2112, 1.7312], [-0.8030, 4.2581, 2.3884]], "forces_ev_per_a": [[0.15, -0.09, -0.26], [-0.07, 0.21, -0.06], [0.15, 0.18, 0.24], [-0.15, 0.17, -0.15], [-0.33, -0.83, -0.53], [-0.64, -0.47, -0.14], [-0.31, -0.49, -0.05], [0.48, -0.36, 0.01], [-0.35, 0.34, -0.06], [0.35, -0.52, -0.46], [-0.90, -0.34, -1.07], [-0.05, 0.29, 0.19], [-0.24, 0.26, 0.18], [0.19, -0.63, -0.42], [-0.30, -0.02, 0.15], [-0.11, -0.07, 0.11], [0.10, 0.02, 0.07], [0.01, 0.05, -0.09], [0.13, 0.20, 0.53], [0.18, 0.14, 0.25], [0.09, 0.03, 0.09], [0.06, 0.01, 0.00], [0.12, -0.14, 0.01], [0.45, 0.28, 0.32], [0.44, 0.69, 0.36], [0.19, -0.49, -1.28], [0.64, 3.29, 1.30], [0.62, -1.92, 0.77], [1.70, 1.33, 0.77], [-0.49, -0.95, 0.50], [-0.86, 0.50, -1.36], [0.49, -1.15, -0.03], [-0.01, 0.94, -0.70], [-0.18, 0.37, 0.18], [0.10, -0.23, 0.42], [0.61, -0.96, -0.01], [-0.35, 1.17, -0.67], [0.33, -0.32, -0.57], [-2.05, -0.32, 1.35], [-0.03, 0.11, -0.07], [-0.12, 0.03, 0.10], [0.05, 0.08, 0.06], [0.02, -0.17, 0.05], [-0.11, 0.12, -0.08], [0.00, -0.19, -0.02], [0.01, 0.01, 0.09], [-0.01, -0.16, -0.01]]}

---

ΔE to the lowest compared entry with this formula, charge and spin across the listed records, respectively: 174.74; 159.38; 365.08 kJ/mol.
Calculated total energy across the listed records, respectively: -1071.47504; -1469.67216; -3538.19499 Ha.